[1]
Entry from the OMol25 dataset: a molecular structure, C17H26CuN2O (wB97M-V/def2-TZVPD).

```
47
Properties=species:S:1:pos:R:3:forces:R:3
C -1.311 1.529 1.217 0.177 -0.136 0.833
C -0.738 1.828 -0.118 -0.260 -0.120 -2.255
H -2.220 0.931 1.106 0.007 0.052 0.093
H -1.535 2.429 1.798 -0.054 -0.154 -0.183
H -0.602 0.942 1.799 0.098 -0.084 0.073
H -0.393 0.921 -0.651 -0.061 0.115 0.510
H -2.540 1.834 -0.946 0.577 0.425 -0.175
H 0.117 2.510 -0.154 -0.330 0.106 0.333
C -0.076 -3.003 2.120 0.812 -1.178 -0.421
C -0.750 -4.244 2.200 0.597 0.405 -0.375
C -0.213 -5.334 1.506 0.179 0.072 -0.191
C 0.859 -5.148 0.617 0.078 0.566 0.281
H -0.495 -2.121 2.628 0.677 -0.402 -0.191
H -1.667 -4.347 2.786 0.410 0.077 -0.187
H -0.645 -6.333 1.625 0.041 0.435 -0.162
H 1.201 -5.933 -0.061 -0.202 0.094 0.432
N 1.096 -2.884 1.432 -1.433 -1.113 -0.371
C 1.488 -3.892 0.569 -1.871 -0.102 1.605
C 2.394 -3.471 -0.495 1.236 1.640 -1.723
N 2.722 -2.141 -0.445 -0.589 -0.808 -2.020
C 3.157 -1.471 -1.530 0.200 -1.123 0.277
C 3.407 -3.561 -2.681 -0.347 -0.024 0.003
C 3.554 -2.168 -2.684 -0.269 -0.087 0.639
H 3.180 -0.375 -1.448 0.225 -0.603 0.091
H 3.933 -1.628 -3.552 -0.058 -0.251 0.266
C 2.738 -4.212 -1.634 -0.247 0.416 0.567
H 2.365 -5.233 -1.684 0.578 0.063 -0.308
H 3.739 -4.141 -3.539 -0.147 0.117 0.093
Cu 2.595 -1.588 1.391 -0.116 1.436 0.807
C 3.343 0.113 1.957 0.270 -0.471 0.584
H 4.254 0.546 1.503 -0.446 -0.312 0.258
H 3.519 -0.196 3.029 -0.294 1.274 -0.765
H 2.456 0.753 1.726 0.656 -0.083 0.796
C -3.071 4.504 -2.058 0.165 -0.225 0.116
C -2.717 4.132 -0.661 -1.924 2.686 0.662
C -1.629 4.930 -0.028 0.016 -0.211 -0.141
C -3.835 3.577 0.167 0.037 0.054 -0.035
O -1.766 2.430 -1.009 1.869 -3.326 0.221
H -3.544 5.489 -2.121 -0.139 0.226 -0.088
H -3.766 3.774 -2.481 -0.004 0.066 -0.129
H -2.177 4.533 -2.686 0.032 0.018 -0.116
H -1.935 5.955 0.212 -0.085 0.093 0.100
H -1.236 4.480 0.894 -0.073 0.079 -0.134
H -0.810 5.025 -0.750 0.125 -0.007 0.156
H -4.557 3.072 -0.491 0.033 0.050 0.182
H -3.490 2.838 0.906 -0.137 0.282 -0.044
H -4.398 4.348 0.717 -0.009 -0.027 0.032
```
Positions in Å, forces in eV/Å.

Properties
Charge: 0
DFT total energy, eV: -67712.808
Spin multiplicity: 2
Highest occupied orbital energy (spin up / spin down), eV: -4.81 / -6.19
LUMO level (spin up / spin down), eV: -0.7 / -0.7

Here are the natural (NBO) charges for atoms 1 to 8, given in e:
1. C -0.646
2. C -0.075
3. H 0.198
4. H 0.218
5. H 0.230
6. H 0.175
7. H 0.470
8. H 0.199

[2]
Entry from the OMol25 dataset: a molecular structure, C17H26F6MnNOP (wB97M-V/def2-TZVPD).

```
53
Properties=species:S:1:pos:R:3:forces:R:3
C 1.845 -0.925 -3.486 0.182 0.145 0.263
C 1.701 0.442 -3.255 -0.339 0.248 0.049
C 0.913 0.906 -2.182 0.531 -1.066 -0.749
C 0.351 -0.006 -1.290 0.538 -0.113 -0.747
C 0.538 -1.373 -1.501 0.525 -0.006 -0.708
C 1.282 -1.835 -2.596 -0.414 0.005 0.339
C 0.680 2.390 -2.074 0.490 0.503 -0.114
C -0.449 2.892 -1.166 -0.295 -0.244 -0.108
N -1.572 1.918 -0.963 -0.788 1.491 0.061
Mn -0.567 0.638 0.388 0.398 -0.623 1.029
C -0.052 -2.361 -0.521 -0.057 -0.184 0.291
P -1.497 -1.639 0.360 0.534 0.338 -0.076
H 2.173 1.174 -3.918 -0.139 -0.303 0.044
H 1.407 -2.911 -2.718 0.033 0.169 -0.211
H 2.413 -1.285 -4.340 -0.016 0.099 0.128
H 0.684 -2.612 0.256 -0.151 0.052 -0.146
H -0.356 -3.289 -1.014 0.074 -0.056 0.010
H 1.620 2.850 -1.719 -0.340 0.012 -0.059
H 0.528 2.811 -3.077 0.011 -0.157 0.102
H -0.049 3.123 -0.168 -0.155 0.050 -0.088
C -1.601 -2.586 1.900 -0.421 -0.458 0.041
C -2.919 -2.097 -0.673 -0.457 -0.432 0.235
H -0.848 3.823 -1.590 0.032 0.041 0.132
C -2.112 1.380 -2.239 -0.280 0.295 0.109
C -2.693 2.580 -0.225 0.231 -0.127 -0.347
H -1.465 1.162 2.591 -1.034 0.853 0.155
H -2.931 2.038 -2.583 0.237 -0.220 0.027
H -1.357 1.348 -3.027 -0.083 -0.180 0.346
H -2.518 0.374 -2.075 0.177 0.275 -0.074
H -3.310 3.155 -0.932 0.060 0.009 0.311
H -3.305 1.805 0.249 -0.059 0.136 -0.149
H -2.329 3.252 0.562 0.112 -0.205 -0.213
H -3.057 -3.187 -0.669 -0.054 0.215 -0.139
H -3.818 -1.626 -0.248 0.181 -0.168 -0.239
H -2.781 -1.751 -1.705 0.052 -0.085 0.290
H -1.763 -3.653 1.693 0.011 0.144 0.128
H -0.673 -2.471 2.473 -0.375 0.116 -0.261
H -2.449 -2.200 2.480 0.229 -0.167 0.000
H -2.074 1.666 2.624 1.034 -0.840 -0.030
C 2.261 1.058 3.124 0.016 0.471 0.043
C 1.914 -0.203 2.360 -0.016 -1.063 -0.401
O 0.772 -0.172 1.623 0.131 0.363 0.733
C 3.121 -0.509 1.387 0.003 0.298 -0.404
F 4.326 -0.588 2.024 -0.775 -0.040 -0.446
F 2.965 -1.638 0.655 0.129 0.652 0.647
F 3.213 0.524 0.488 0.048 -0.779 0.702
C 1.761 -1.357 3.433 -0.059 0.113 0.082
F 2.841 -1.492 4.252 -0.730 0.006 -0.554
F 0.690 -1.060 4.234 0.752 -0.321 -0.483
F 1.512 -2.579 2.888 0.274 0.779 0.340
H 2.409 1.881 2.416 -0.037 -0.167 0.131
H 3.179 0.902 3.691 -0.066 0.190 0.057
H 1.442 1.313 3.800 0.115 -0.061 -0.074
```
Positions in Å, forces in eV/Å.

Properties
Charge: 0
DFT total energy, eV: -78501.955
Spin multiplicity: 6
Highest occupied orbital energy (spin up / spin down), eV: -6.37 / -8.15
LUMO level (spin up / spin down), eV: 0.3 / 0.3

Here are the natural (NBO) charges for atoms 1 to 8, given in e:
1. C -0.225
2. C -0.220
3. C -0.062
4. C -0.548
5. C 0.059
6. C -0.241
7. C -0.456
8. C -0.214

[3]
Entry from the OMol25 dataset: a molecular structure, C17H26FeN7O8P (wB97M-V/def2-TZVPD).

```
60
Properties=species:S:1:pos:R:3:forces:R:3
Fe -0.147 0.823 0.269 0.706 -0.326 0.560
N -0.317 1.048 2.277 0.093 -0.257 0.129
N -1.647 1.052 2.700 -0.071 0.011 0.056
C -2.610 1.065 1.761 0.149 0.280 0.046
N -3.873 1.072 2.168 -0.118 -0.042 -0.077
N -2.144 1.069 0.512 -0.365 -0.385 -0.810
N -3.048 1.188 -0.543 -0.151 -0.032 0.267
O -2.595 0.969 -1.635 -0.008 -0.013 -0.028
O -4.212 1.510 -0.327 0.121 -0.045 -0.049
H 0.188 0.308 2.759 0.063 0.012 0.017
H 0.112 1.965 2.415 0.025 0.006 -0.021
H -1.864 1.069 3.682 -0.012 0.036 0.007
H -4.105 1.106 3.144 0.057 0.016 0.013
H -4.578 1.244 1.465 -0.026 0.009 0.017
O 0.435 4.440 -1.036 0.035 -0.052 -0.051
C 0.227 3.257 -0.871 -0.022 0.029 0.099
O -0.024 2.677 0.256 0.049 0.655 0.125
C 0.249 2.291 -2.036 0.139 -0.117 -0.098
C 0.316 2.791 -3.349 0.042 0.080 0.165
C 0.304 1.911 -4.381 0.005 -0.094 -0.107
C 0.239 0.524 -4.110 0.031 0.051 -0.071
C 0.226 -0.436 -5.150 -0.011 0.010 0.001
C 0.157 -1.768 -4.867 -0.004 -0.024 0.028
C 0.085 -2.193 -3.524 -0.012 -0.012 -0.040
C 0.100 -1.285 -2.504 -0.050 0.038 0.051
C 0.183 0.098 -2.766 0.046 0.165 0.133
N 0.192 1.008 -1.732 -0.331 -0.011 -0.289
H 0.368 3.862 -3.479 -0.005 0.001 0.009
H 0.344 2.249 -5.409 -0.007 -0.008 0.010
H 0.264 -0.089 -6.175 0.024 0.002 0.015
H 0.152 -2.498 -5.665 -0.020 0.005 0.004
H 0.007 -3.251 -3.307 0.017 0.013 0.014
H 0.040 -1.603 -1.476 0.036 -0.042 0.060
N 4.112 0.395 0.919 -0.008 0.012 0.033
C 2.946 0.976 1.240 0.186 -0.023 -0.166
O 1.910 0.587 0.700 -0.222 0.090 -0.280
C 3.025 2.065 2.297 -0.115 0.082 -0.072
C 2.169 3.253 2.027 0.065 -0.001 0.015
H 4.119 -0.330 0.220 -0.012 -0.013 0.001
H 4.982 0.691 1.322 0.001 0.015 -0.011
H 4.076 2.368 2.379 0.015 -0.003 0.078
H 2.767 1.598 3.252 0.015 -0.021 0.004
H 2.222 3.769 1.080 -0.031 -0.042 0.032
H 1.607 3.722 2.822 0.050 -0.009 0.013
C 0.908 -4.303 0.183 -0.016 0.069 0.076
O -0.092 -3.560 0.906 0.365 -0.199 -0.232
P 0.063 -1.967 1.100 -0.879 0.260 0.255
O -1.522 -1.677 1.382 -0.075 -0.215 0.127
C -2.501 -2.049 0.397 0.069 0.018 0.061
O 0.583 -1.793 2.620 0.251 -0.036 -0.050
C 0.179 -2.667 3.696 -0.094 0.096 -0.024
H 0.489 -5.287 -0.006 -0.010 -0.006 -0.013
H 1.816 -4.405 0.776 0.000 -0.008 0.008
H 1.143 -3.816 -0.765 0.011 0.007 -0.009
H -3.475 -1.806 0.816 -0.009 0.014 -0.009
H -2.452 -3.118 0.199 -0.015 -0.003 -0.004
H -2.355 -1.492 -0.531 0.029 -0.019 -0.025
H 1.026 -2.750 4.372 -0.001 0.004 0.011
H -0.094 -3.648 3.317 0.010 -0.013 -0.010
H -0.673 -2.229 4.214 -0.005 -0.020 0.008
```
Positions in Å, forces in eV/Å.

Properties
Charge: +1
DFT total energy, eV: -88530.374
Spin multiplicity: 2
Highest occupied orbital energy (spin up / spin down), eV: -10.91 / -11.28
LUMO level (spin up / spin down), eV: -2.5 / -2.5
Energy relative to the best compared isomer or geometry (same formula, charge and spin), eV: 2.2731

Here are the natural (NBO) charges for atoms 1 to 8, given in e:
1. Fe 0.990
2. N -0.618
3. N -0.419
4. C 0.653
5. N -0.769
6. N -0.490
7. N 0.647
8. O -0.349

The maximum force results, record by record, are as follows: 3.8 1.7 1.0 eV/Å.